1.
{"formula": "C22H25N3O4", "method": "ωB97M-V/def2-TZVPD", "symbols": ["O", "O", "O", "O", "N", "N", "N", "C", "C", "C", "C", "C", "C", "C", "C", "C", "C", "C", "C", "C", "C", "C", "C", "C", "C", "C", "C", "C", "C", "H", "H", "H", "H", "H", "H", "H", "H", "H", "H", "H", "H", "H", "H", "H", "H", "H", "H", "H", "H", "H", "H", "H", "H", "H"], "coordinates": [[-5.48, 0.85, 0.06], [4.30, -0.72, -0.17], [0.22, 4.21, -0.88], [2.89, 1.93, 1.58], [1.73, 2.57, 1.31], [-0.67, -3.01, 0.54], [-0.66, 2.12, -0.96], [2.58, -2.10, -0.95], [1.50, 2.44, 0.03], [2.38, -1.19, 1.27], [0.29, 3.02, -0.63], [4.57, 0.49, 0.51], [0.72, -3.48, -1.84], [-1.19, -3.71, -0.43], [-3.80, -1.58, 2.24], [-4.39, -1.15, 0.90], [0.57, -2.51, 0.37], [1.32, -2.71, -0.82], [3.39, 1.41, 0.45], [1.15, -1.76, 1.42], [-0.62, 0.71, -0.68], [-1.91, 2.57, -1.52], [-3.09, 0.72, -0.30], [-3.06, 2.23, -0.58], [3.10, -1.33, 0.06], [-4.28, 0.36, 0.62], [-0.53, -3.99, -1.64], [2.55, 1.71, -0.59], [-1.74, 0.31, 0.28], [-3.24, 0.19, -1.25], [-2.06, 2.09, -2.49], [-1.84, 3.65, -1.67], [2.65, 1.45, -1.62], [0.35, 0.43, -0.25], [2.81, -0.63, 2.09], [-2.73, -1.41, 2.28], [-2.19, -4.09, -0.25], [-5.64, 0.40, -0.78], [5.43, 0.92, 0.00], [-3.91, -1.72, 0.09], [4.83, 0.32, 1.56], [-1.69, -0.77, 0.44], [-3.98, -2.64, 2.40], [-5.45, -1.41, 0.89], [1.26, -3.66, -2.76], [0.59, -1.65, 2.34], [3.14, -2.22, -1.87], [-0.74, 0.16, -1.62], [-1.59, 0.81, 1.24], [-2.93, 2.76, 0.37], [-1.02, -4.59, -2.39], [-4.18, 0.90, 1.56], [-4.01, 2.55, -1.01], [-4.28, -1.03, 3.05]], "largest_force_ev_per_a": 1.33, "relative_energy_kj_mol": 297.2, "multiplicity": 1, "e_tot_ha": -1318.53436, "orbital_gap_ev": 8.702}

---

2.
{"formula": "C22H25N3O5S", "method": "ωB97M-V/def2-TZVPD", "symbols": ["S", "O", "O", "O", "O", "O", "N", "N", "N", "C", "C", "C", "C", "C", "C", "C", "C", "C", "C", "C", "C", "C", "C", "C", "C", "C", "C", "C", "C", "C", "C", "H", "H", "H", "H", "H", "H", "H", "H", "H", "H", "H", "H", "H", "H", "H", "H", "H", "H", "H", "H", "H", "H", "H", "H", "H"], "coordinates": [[5.42, 0.60, 0.47], [-0.71, 0.23, -1.83], [5.86, 0.62, 1.83], [6.27, 1.18, -0.53], [-6.72, 1.26, -0.06], [3.36, -1.54, 1.24], [-0.39, 1.42, 0.09], [5.22, -1.03, -0.06], [2.07, -1.99, 1.09], [3.95, -1.55, 0.03], [-4.57, 2.06, 0.24], [-3.46, -0.02, -1.19], [-1.17, 0.82, -0.87], [3.07, -2.00, -0.92], [-7.38, -2.62, 2.09], [-2.62, 0.95, -0.64], [1.00, 1.40, 0.15], [-5.40, 1.07, -0.29], [2.99, 1.33, 1.50], [-4.83, 0.02, -1.01], [3.27, -2.16, -2.39], [3.15, 1.20, -0.90], [-8.06, -0.66, 0.65], [-3.20, 2.00, 0.08], [1.78, 1.32, -1.01], [1.89, -2.27, -0.17], [3.74, 1.18, 0.35], [1.62, 1.46, 1.40], [-7.70, 0.32, -0.47], [0.59, -2.72, -0.71], [-6.96, -1.68, 0.96], [-5.43, -0.76, -1.45], [3.49, 1.29, 2.46], [-8.29, -0.09, 1.55], [3.29, -3.22, -2.66], [-5.03, 2.87, 0.78], [-6.75, -2.27, 0.07], [1.02, 1.55, 2.29], [-8.58, 0.93, -0.70], [-6.05, -1.16, 1.25], [-0.09, -2.95, 0.11], [-6.59, -3.34, 2.30], [-7.59, -2.06, 3.00], [-0.85, 1.67, 0.95], [5.64, -1.15, -0.96], [-2.59, 2.80, 0.48], [3.78, 1.11, -1.78], [2.45, -1.69, -2.92], [-8.28, -3.17, 1.81], [0.16, -1.92, -1.32], [-3.01, -0.82, -1.75], [4.21, -1.71, -2.70], [-7.40, -0.21, -1.37], [1.31, 1.30, -1.97], [0.72, -3.60, -1.34], [-8.97, -1.19, 0.35]], "largest_force_ev_per_a": 1.54, "relative_energy_kj_mol": 374.6, "multiplicity": 1, "e_tot_ha": -1791.96119, "orbital_gap_ev": 8.832}

---

3.
{"formula": "C22H25N3O5S2", "method": "ωB97M-V/def2-TZVPD", "symbols": ["S", "S", "O", "O", "O", "O", "O", "N", "N", "N", "C", "C", "C", "C", "C", "C", "C", "C", "C", "C", "C", "C", "C", "C", "C", "C", "C", "C", "C", "C", "C", "C", "H", "H", "H", "H", "H", "H", "H", "H", "H", "H", "H", "H", "H", "H", "H", "H", "H", "H", "H", "H", "H", "H", "H", "H", "H"], "coordinates": [[0.95, -0.31, 0.33], [-4.24, 0.80, 1.86], [0.33, 2.25, -2.27], [-5.59, 0.49, 2.23], [2.92, 1.28, 0.35], [-5.49, -0.61, -0.34], [-3.33, 1.14, 2.90], [-4.32, 2.07, 0.75], [2.08, -2.63, 0.22], [3.60, -0.86, 0.43], [-3.20, 2.10, -1.42], [0.74, -2.86, 0.14], [-3.48, -0.48, 0.85], [5.30, 0.89, 0.62], [-3.58, -1.98, -1.01], [6.00, 0.05, 1.70], [-1.94, 2.42, 0.59], [2.33, -1.36, 0.31], [-4.22, -1.05, -0.19], [3.84, 0.49, 0.47], [-0.78, 2.44, -0.14], [-2.04, 2.14, -2.16], [-0.81, 2.28, -1.52], [0.28, -4.27, 0.05], [-0.04, -1.74, 0.20], [5.97, 0.68, -0.74], [-2.24, -2.24, -0.85], [-6.32, -1.24, -1.29], [5.35, 2.37, 1.01], [-2.14, -0.72, 1.00], [-3.17, 2.22, -0.04], [-1.48, -1.59, 0.13], [0.36, -4.64, -0.98], [-6.41, -2.32, -1.10], [4.90, 2.52, 1.99], [-4.12, -2.47, -1.80], [7.02, 0.98, -0.68], [-1.62, -0.23, 1.79], [5.92, -0.36, -1.05], [0.91, -4.90, 0.68], [-5.96, -1.08, -2.31], [6.17, -0.97, 1.38], [-5.18, 1.99, 0.21], [-2.06, 2.05, -3.24], [-7.30, -0.78, -1.17], [0.18, 2.58, 0.35], [5.48, 1.30, -1.50], [5.42, 0.04, 2.62], [4.80, 2.97, 0.29], [4.35, -1.53, 0.50], [1.09, 2.26, -1.67], [-1.75, -2.92, -1.53], [-4.15, 1.98, -1.92], [6.97, 0.49, 1.91], [-0.76, -4.36, 0.37], [-1.92, 2.52, 1.66], [6.38, 2.71, 1.04]], "largest_force_ev_per_a": 1.01, "relative_energy_kj_mol": 67.6, "multiplicity": 1, "e_tot_ha": -2190.21216, "orbital_gap_ev": 8.471}

---

4.
{"formula": "C22H25N3O8S", "method": "ωB97M-V/def2-TZVPD", "symbols": ["S", "O", "O", "O", "O", "O", "O", "O", "O", "N", "N", "N", "C", "C", "C", "C", "C", "C", "C", "C", "C", "C", "C", "C", "C", "C", "C", "C", "C", "C", "C", "C", "C", "C", "H", "H", "H", "H", "H", "H", "H", "H", "H", "H", "H", "H", "H", "H", "H", "H", "H", "H", "H", "H", "H", "H", "H", "H", "H"], "coordinates": [[-3.57, 0.69, 1.12], [-2.52, 1.44, 1.75], [6.64, 1.09, 1.00], [1.35, -4.27, -1.20], [4.20, 2.64, 0.69], [-4.62, 3.66, -1.25], [0.52, 0.25, -1.32], [-4.87, 0.71, 1.71], [-1.53, -4.84, 0.83], [2.12, -1.37, -1.09], [-3.65, 1.10, -0.51], [-0.40, -2.90, -0.77], [-3.14, -3.30, 1.65], [4.41, -1.38, -0.38], [-1.94, -1.27, 0.18], [3.23, -0.68, -0.56], [-1.45, -2.56, 0.09], [5.46, 0.62, 0.50], [-0.04, -2.02, -1.86], [3.16, 0.66, -0.20], [-3.33, 3.52, -0.67], [4.25, 1.32, 0.33], [0.34, -4.02, -0.55], [6.78, 2.44, 1.41], [-2.03, -3.58, 0.87], [-5.50, 2.68, -0.75], [2.99, 3.34, 0.54], [5.51, -0.72, 0.14], [-3.65, -2.02, 1.71], [-0.14, -4.92, 0.57], [-3.03, -1.01, 0.99], [-4.99, 1.27, -1.04], [0.90, -0.90, -1.40], [-2.74, 2.14, -0.96], [-3.39, 3.66, 0.42], [-1.80, 2.02, -0.44], [-5.63, 0.53, -0.57], [2.19, 2.90, 1.14], [3.19, 4.35, 0.90], [2.68, 3.38, -0.51], [-0.95, -1.58, -2.28], [0.43, -4.66, 1.48], [-2.72, 4.31, -1.11], [2.28, -2.37, -1.24], [-6.46, 2.86, -1.25], [-5.63, 2.79, 0.34], [6.11, 2.68, 2.23], [-3.59, -4.11, 2.21], [4.48, -2.42, -0.65], [-4.51, -1.77, 2.31], [-2.59, 2.01, -2.04], [6.44, -1.24, 0.28], [6.61, 3.13, 0.58], [2.23, 1.18, -0.35], [-1.49, -0.46, -0.36], [-4.95, 1.09, -2.12], [0.45, -2.63, -2.62], [0.07, -5.96, 0.31], [7.82, 2.52, 1.74]], "largest_force_ev_per_a": 1.06, "relative_energy_kj_mol": 44.2, "multiplicity": 1, "e_tot_ha": -2017.69817, "orbital_gap_ev": 8.242}

---

5.
{"formula": "C22H25N4O2PPtS3", "method": "ωB97M-V/def2-TZVPD", "symbols": ["Pt", "S", "S", "S", "P", "O", "O", "N", "N", "N", "N", "C", "C", "C", "C", "C", "C", "C", "C", "C", "C", "C", "C", "C", "C", "C", "C", "C", "C", "C", "C", "C", "C", "H", "H", "H", "H", "H", "H", "H", "H", "H", "H", "H", "H", "H", "H", "H", "H", "H", "H", "H", "H", "H", "H", "H", "H", "H"], "coordinates": [[-1.52, 0.35, -0.71], [-3.22, -2.50, -4.09], [1.52, 1.25, 1.98], [1.00, 0.15, -1.22], [2.01, 0.02, 0.57], [1.81, -1.52, 0.96], [3.54, 0.18, 0.20], [-1.45, 1.57, 0.82], [-2.12, -0.82, -2.19], [-1.45, 2.14, -1.74], [-1.46, -1.04, 0.82], [-1.55, 1.04, 2.04], [-1.32, -2.37, 0.74], [-1.55, 3.21, -0.88], [-1.66, 3.77, 1.62], [-2.60, -1.53, -2.99], [-1.38, 3.67, -3.55], [-0.97, 1.27, -4.02], [-1.71, 3.26, 2.91], [-1.68, 1.89, 3.13], [4.17, -0.27, -1.03], [2.71, -3.50, 1.98], [-1.35, -3.14, 1.91], [-1.52, -0.43, 2.05], [-1.12, -3.06, -0.56], [-1.53, -1.16, 3.22], [-1.62, 4.51, -1.34], [2.47, -2.02, 2.15], [-1.30, 2.36, -3.05], [-1.55, 2.88, 0.56], [-1.57, 4.74, -2.71], [-1.47, -2.54, 3.15], [4.29, -1.77, -1.10], [1.82, -1.81, 3.00], [-0.85, 0.31, -3.54], [-1.64, 5.75, -3.10], [-1.57, -0.65, 4.17], [-1.71, 5.32, -0.64], [-0.04, 1.54, -4.52], [3.33, -3.70, 1.11], [5.15, 0.21, -1.01], [-0.51, -2.46, -1.23], [4.79, -2.05, -2.03], [-1.72, 4.83, 1.45], [-2.08, -3.25, -1.05], [-1.50, -3.14, 4.05], [-1.75, 1.20, -4.78], [1.76, -4.04, 1.86], [-1.28, 3.82, -4.62], [4.88, -2.16, -0.27], [-0.63, -4.01, -0.39], [-1.79, 3.93, 3.75], [3.61, 0.14, -1.88], [3.31, -2.25, -1.10], [-1.75, 1.49, 4.13], [-1.27, -4.21, 1.82], [3.41, -1.48, 2.30], [3.21, -3.90, 2.86]], "largest_force_ev_per_a": 0.35, "relative_energy_kj_mol": 0.0, "multiplicity": 2, "s_squared": 0.757, "e_tot_ha": -2878.01474, "orbital_gap_ev": [6.594, 5.604], "charge": 1}